1.
ORCA calculation (ωB97M-V/def2-TZVPD) on C3H7NS in the gas phase.

The HOMO energy is -0.344 Eh. As for the SMILES: SC[C@H]1CN1. For the HOMO-LUMO gap, the calculation gives 10.176 eV. Its net charge is 0. The LUMO energy is 0.821 eV.

Structure (XYZ):
```
12
Properties=species:S:1:pos:R:3:forces:R:3:mulliken_charge:R:1
C -1.2124 -0.5849 0.1946 1.7 1.7 0.6 -0.558
C 0.1005 0.1714 0.7337 -1.2 -4.8 1.7 -0.234
C 1.4120 0.3149 0.0146 0.1 -1.0 2.5 -0.321
H -0.0270 -1.1056 -1.7744 -1.7 0.8 0.0 0.105
H -1.9429 0.1306 0.5643 -0.7 -0.4 0.0 0.319
H -1.3733 -1.6039 0.6166 0.3 0.9 -0.4 0.345
H 0.0962 -0.0279 1.8062 0.4 0.2 0.1 0.343
H 2.3301 0.1858 0.5972 -0.3 0.5 -0.2 0.228
H 1.4511 -0.0613 -0.9390 0.1 -0.6 -2.2 0.206
H -0.0947 1.6065 -0.5671 1.9 -0.1 2.0 0.338
N 0.5245 1.3926 0.3326 -1.9 4.2 -3.4 -0.508
S -1.2642 -0.4181 -1.5792 1.3 -1.4 -0.8 -0.263
```
Positions in Å, forces in eV/Å.



2.
ORCA calculation (ωB97M-V/def2-TZVPD) on a molecular structure, C3H7NS2.

The HOMO energy is -0.313 Eh. For the HOMO-LUMO gap, the calculation gives 8.821 eV. Its net charge is 0. The LUMO energy is 0.295 eV.

Structure (XYZ):
```
13
Properties=species:S:1:pos:R:3:forces:R:3:mulliken_charge:R:1
C -0.2889 -1.7709 0.5826 3.8 -2.4 -4.3 -0.696
C 0.1313 0.7509 -0.3202 1.8 0.7 1.9 0.417
C -0.8985 1.7560 -0.0362 -3.6 3.5 3.1 -0.815
H -0.2717 -2.9037 0.2331 0.2 2.2 0.0 0.271
H -0.9766 -1.9050 1.3160 -2.1 1.1 2.4 0.331
H 0.8214 -1.5764 0.8147 -2.0 -0.1 0.2 0.206
H -1.1415 2.2961 -1.0148 0.0 -0.6 1.4 0.230
H -0.7967 2.7040 0.9345 0.6 -2.9 -3.3 0.264
H -1.9151 1.2480 0.3960 2.5 1.1 -1.5 0.265
H 2.1126 -0.7345 -1.6297 0.3 0.9 2.1 0.185
N 1.3803 0.9512 0.0248 -3.6 0.0 -1.0 -0.393
S -0.6961 -0.6907 -0.9545 0.8 -1.7 1.1 -0.068
S 2.5395 -0.1250 -0.3462 1.3 -1.8 -2.2 -0.198
```
Positions in Å, forces in eV/Å.



3.
ORCA calculation (ωB97M-V/def2-TZVPD) on a molecular structure, C3H7NS2.

The HOMO energy is -0.324 Eh. For the HOMO-LUMO gap, the calculation gives 9.401 eV. Its net charge is 0. The LUMO energy is 0.589 eV.

Structure (XYZ):
```
13
Properties=species:S:1:pos:R:3:forces:R:3:mulliken_charge:R:1
C 1.6012 -2.8397 0.0486 5.5 -4.7 -2.5 -0.977
C 0.6824 -1.8768 0.5562 -0.4 -1.7 -0.2 -0.451
C -0.7618 0.0744 0.6133 3.1 -2.3 2.3 0.138
H 1.7080 -2.6107 -1.1030 0.3 -0.9 2.1 0.254
H 1.2331 -4.1087 0.0642 1.3 4.1 0.4 0.262
H 2.9150 -2.7045 0.6145 -4.2 -0.6 -1.9 0.183
H 0.9393 -1.6076 1.4919 0.8 0.6 3.5 0.425
H -0.2173 -2.4295 0.6490 -1.6 0.3 -0.4 0.362
H -0.7661 -0.6584 1.5639 -1.0 1.9 -2.1 0.219
H -0.0947 1.9940 -1.5295 -1.4 0.0 1.8 0.097
N -1.2799 1.1855 0.6328 -1.5 1.7 -0.7 -0.274
S 0.7348 -0.4028 -0.3255 -2.0 1.6 -0.9 -0.134
S -1.1029 2.3828 -0.5176 1.1 0.1 -1.2 -0.105
```
Positions in Å, forces in eV/Å.



4.
ORCA calculation (ωB97M-V/def2-TZVPD) on C3H7NSi in the gas phase.

The HOMO energy is -0.313 Eh. As for the SMILES: C[Si]1(C)C=N1. For the HOMO-LUMO gap, the calculation gives 9.289 eV. Its net charge is 0. The LUMO energy is 0.785 eV.

Structure (XYZ):
```
12
Properties=species:S:1:pos:R:3:forces:R:3:mulliken_charge:R:1
C 1.0199 -0.6535 1.5771 1.6 0.1 0.9 -0.206
C 0.6689 1.3465 -0.9142 0.9 -0.4 2.4 -1.015
C -1.5352 -0.8573 -0.2111 1.7 -2.4 -2.0 -1.014
N 1.6112 -1.2780 0.6014 -0.3 -0.1 0.4 -0.453
Si 0.2753 -0.2940 0.0018 -1.1 0.8 -0.2 0.533
H 1.4548 -0.6009 2.6407 -0.8 -0.2 -1.4 0.298
H 1.0732 2.0362 -0.1036 -0.3 -0.8 -1.0 0.298
H 1.4462 1.2168 -1.6627 -0.3 0.2 -0.3 0.321
H -0.2456 1.7967 -1.2257 -0.5 0.3 -0.8 0.301
H -1.7224 -1.9467 0.1271 0.2 1.8 -0.9 0.268
H -2.0733 -0.2162 0.3604 -1.6 1.8 2.6 0.379
H -1.9730 -0.5498 -1.1912 0.6 -1.1 0.2 0.290
```
Positions in Å, forces in eV/Å.



5.
ORCA calculation (ωB97M-V/def2-TZVPD) on 2 unconnected molecules or ions with the total composition C3H7O.

The HOMO energy is -0.057 Eh. For the HOMO-LUMO gap, the calculation gives 6.349 eV. Its net charge is -1. The LUMO energy is 4.804 eV.

Structure (XYZ):
```
11
Properties=species:S:1:pos:R:3:forces:R:3:mulliken_charge:R:1
O -1.1077 -1.6979 1.7714 0.5 0.0 -0.2 -0.887
H -0.9290 -2.2922 1.0349 -0.2 -0.2 0.1 0.293
C 0.1850 0.4915 0.7168 0.6 0.7 0.4 -1.279
C 0.5170 0.1832 -0.6139 0.8 0.4 1.0 0.038
C 0.1646 0.8566 -1.7523 -0.2 0.1 -0.4 -0.817
H 0.9279 0.2688 1.4917 0.0 -0.1 -0.1 0.300
H -0.5748 -0.8772 1.4258 -0.7 -0.2 0.2 0.306
H -0.3988 1.3842 0.9593 -0.1 -0.1 -0.3 0.322
H 1.2931 -0.6006 -0.6192 -0.7 -0.5 -0.6 0.284
H 0.0273 0.3748 -2.7109 0.5 -0.1 -0.2 0.201
H -0.1046 1.9087 -1.7037 -0.6 -0.2 0.2 0.238
```
Positions in Å, forces in eV/Å.



6.
ORCA calculation (ωB97M-V/def2-TZVPD) on 3 unconnected molecules or ions with the total composition C3H7O.

The HOMO energy (alpha / beta) is -0.534 / -0.545 Eh. For the HOMO-LUMO gap (alpha / beta), the calculation gives 8.369 / 8.929 eV. Its net charge is +1. The LUMO energy (alpha / beta) is -6.170 / -5.890 eV.

Structure (XYZ):
```
11
Properties=species:S:1:pos:R:3:forces:R:3:mulliken_charge:R:1
C 0.8974 -0.3530 -1.9970 1.8 -1.7 -4.4 -0.046
C -0.9616 -0.1316 1.0447 2.6 -2.0 0.8 -0.843
C -0.2216 0.4684 -0.0589 -2.7 2.0 2.5 0.259
O 0.3806 -0.0922 -0.9109 0.6 -1.0 -0.5 -0.023
H 0.2695 -0.6803 -2.8844 0.5 0.8 1.5 0.274
H 2.0005 -0.3801 -2.1022 -0.8 0.0 0.6 0.274
H -1.8815 -0.6414 0.8257 -0.6 0.0 -0.8 0.364
H -0.2966 -0.9847 1.4556 -0.9 1.2 -0.3 0.367
H -1.1266 0.6060 1.7862 -0.2 0.6 0.7 0.326
H -1.4247 2.8999 0.1782 -2.8 -1.8 1.1 0.077
H -2.1229 2.4286 0.4597 2.6 1.9 -1.1 -0.030
```
Positions in Å, forces in eV/Å.



7.
ORCA calculation (ωB97M-V/def2-TZVPD) on 2 unconnected molecules or ions with the total composition C3H7O2.

The HOMO energy is -0.144 Eh. For the HOMO-LUMO gap, the calculation gives 8.395 eV. Its net charge is -1. The LUMO energy is 4.464 eV.

Structure (XYZ):
```
12
Properties=species:S:1:pos:R:3:forces:R:3:mulliken_charge:R:1
C 1.0844 -0.8658 0.3307 0.1 0.4 0.0 -0.745
C 0.4872 0.1368 1.3110 -0.1 -0.2 0.2 -0.765
H 1.4735 -1.7449 0.8537 -0.1 -0.1 -0.1 0.330
H 1.9043 -0.3963 -0.2205 0.1 -0.1 0.1 0.211
H 0.3331 -1.1286 -0.4124 -0.1 -0.2 0.1 0.196
H 1.2257 0.4673 2.0512 0.0 0.1 -0.1 0.340
H 0.0813 0.9815 0.7649 0.1 0.1 -0.1 0.203
H -0.3488 -0.3020 1.8622 0.0 0.0 -0.1 0.218
O -1.8602 -0.1869 -0.8170 0.0 0.1 -0.1 -0.651
C -1.5474 0.7151 -1.6280 0.0 -0.2 0.3 -0.087
O -0.5202 1.4226 -1.6648 0.0 0.1 -0.1 -0.657
H -2.3129 0.9014 -2.4312 0.0 0.1 -0.1 0.408
```
Positions in Å, forces in eV/Å.



8.
ORCA calculation (ωB97M-V/def2-TZVPD) on 3 unconnected molecules or ions with the total composition C3H7O2.

The HOMO energy is -0.088 Eh. For the HOMO-LUMO gap, the calculation gives 6.566 eV. Its net charge is -1. The LUMO energy is 4.169 eV.

Structure (XYZ):
```
12
Properties=species:S:1:pos:R:3:forces:R:3:mulliken_charge:R:1
C -1.3609 -1.5422 0.3985 -0.9 -0.3 -0.7 -0.039
O -2.0203 -2.1386 -0.4300 0.2 0.0 0.1 -0.495
H -1.6638 -0.5454 0.7180 0.3 0.2 0.3 0.249
H -0.4739 -2.0068 0.8341 0.3 0.2 0.2 0.247
H 1.7982 5.2630 -3.4935 -0.3 0.3 0.0 0.015
C 1.3630 0.8854 -0.8711 -0.2 0.3 0.0 -0.917
C 1.2051 0.9890 0.5043 0.9 0.8 -1.4 0.034
O 0.3030 0.5933 1.2722 -0.7 -0.4 0.5 -0.713
H 2.1835 1.4122 -1.3476 0.2 0.0 0.2 0.200
H 0.5831 0.6155 -1.5803 -0.2 -0.4 0.3 0.191
H 2.0486 1.5960 0.9336 0.0 -0.3 0.3 0.245
H 2.3163 4.7481 -3.5024 0.3 -0.3 0.0 -0.017
```
Positions in Å, forces in eV/Å.



9.
ORCA calculation (ωB97M-V/def2-TZVPD) on a gas-phase ion, C3H7O2 (charge -1).

The HOMO energy is -0.084 Eh. As for the SMILES: [O-]CCCO. For the HOMO-LUMO gap, the calculation gives 6.235 eV. Its net charge is -1. The LUMO energy is 3.939 eV.

Structure (XYZ):
```
12
Properties=species:S:1:pos:R:3:forces:R:3:mulliken_charge:R:1
C 0.0880 0.1554 -0.3236 0.6 -0.3 0.0 -0.515
C -0.7335 0.8459 0.7122 -0.3 0.5 0.4 -0.230
O -0.4753 2.2683 0.7760 0.3 0.2 0.0 -0.527
C 0.2110 -1.3970 -0.1305 -0.4 0.7 0.5 -0.475
O 0.8330 -2.0147 -1.1082 0.4 -0.4 -0.3 -0.861
H 1.1171 0.5462 -0.2215 -0.1 -0.1 -0.2 0.274
H -0.2526 0.3582 -1.3401 -0.1 0.0 0.0 0.261
H -1.8069 0.7733 0.5547 -0.2 -0.1 -0.3 0.257
H -0.5608 0.4089 1.7017 0.2 0.0 0.0 0.226
H 0.4380 2.3971 0.4747 -0.4 -0.2 0.1 0.297
H 0.6551 -1.4797 0.9135 0.2 -0.1 -0.1 0.150
H -0.8444 -1.7320 0.0693 -0.3 -0.2 -0.1 0.143
```
Positions in Å, forces in eV/Å.



10.
ORCA calculation (ωB97M-V/def2-TZVPD) on 3 unconnected molecules or ions with the total composition C3H7O2.

The HOMO energy is -0.088 Eh. For the HOMO-LUMO gap, the calculation gives 6.433 eV. Its net charge is -1. The LUMO energy is 4.039 eV.

Structure (XYZ):
```
12
Properties=species:S:1:pos:R:3:forces:R:3:mulliken_charge:R:1
C 2.2129 1.7624 0.0653 -1.3 0.1 1.3 0.065
O 2.6396 2.5599 -0.7256 0.5 -0.3 -0.4 -0.477
H 2.3572 0.6737 0.1740 0.5 0.1 -0.7 0.216
H 1.4908 2.1126 0.8512 0.2 0.0 -0.2 0.170
H -4.8334 2.8665 2.3573 0.1 -0.2 0.3 0.001
C 0.4293 -2.7869 -1.0908 0.0 -0.2 0.6 -0.871
C -0.0587 -1.6565 -0.4739 0.1 0.7 -1.0 -0.159
O 0.5853 -0.6915 0.0450 0.1 0.1 0.1 -0.700
H -0.2073 -3.6667 -1.1409 -0.1 0.1 -0.5 0.216
H 1.5057 -2.9238 -1.1183 0.1 -0.2 0.2 0.267
H -1.1458 -1.4585 -0.6703 -0.1 -0.4 0.6 0.273
H -4.9756 3.2088 1.7270 -0.1 0.2 -0.3 -0.001
```
Positions in Å, forces in eV/Å.



11.
ORCA calculation (ωB97M-V/def2-TZVPD) on 2 unconnected molecules or ions with the total composition C3H7O2P.

The HOMO energy (alpha / beta) is -0.316 / -0.288 Eh. For the HOMO-LUMO gap (alpha / beta), the calculation gives 8.371 / 7.852 eV. Its net charge is 0. The LUMO energy (alpha / beta) is -0.240 / 0.028 eV.

Structure (XYZ):
```
13
Properties=species:S:1:pos:R:3:forces:R:3:mulliken_charge:R:1
C 0.0028 0.9268 -0.3912 0.1 -2.4 0.1 0.176
C -0.0058 0.4092 1.0513 0.1 1.8 -2.1 -0.316
C -1.1550 1.4099 -1.3019 0.1 -1.9 -0.9 -0.835
O 0.5879 1.6478 0.6847 -0.3 -0.5 0.3 -0.348
O 1.7569 -3.1942 1.3322 -0.5 0.8 1.0 -0.490
P 1.7301 -1.8344 2.3336 -1.3 -1.2 -0.7 0.210
H 0.7380 0.3350 -1.0106 -0.5 1.0 0.6 0.222
H -0.8594 0.5250 1.7088 0.0 -0.3 0.3 0.251
H -1.3382 0.3868 -2.0264 0.3 3.2 1.9 0.231
H -0.7722 2.2652 -1.9215 -0.5 -0.9 0.3 0.243
H -2.1289 1.7084 -0.8203 1.2 -0.4 -0.3 0.302
H 2.3487 -3.5198 0.6521 0.5 0.7 0.0 0.325
H 2.7927 -1.0386 1.9544 0.9 0.2 -0.7 0.028
```
Positions in Å, forces in eV/Å.



12.
ORCA calculation (ωB97M-V/def2-TZVPD) on 2 unconnected molecules or ions with the total composition C3H7O2S.

The HOMO energy is -0.141 Eh. For the HOMO-LUMO gap, the calculation gives 6.951 eV. Its net charge is -1. The LUMO energy is 3.112 eV.

Structure (XYZ):
```
13
Properties=species:S:1:pos:R:3:forces:R:3:mulliken_charge:R:1
C -0.3982 0.5719 0.8716 1.9 -1.1 -0.7 -0.738
S 1.3326 1.1367 1.1995 -1.0 0.3 0.4 -0.093
C 0.9890 2.9176 1.0114 -0.4 -1.0 -0.5 -0.746
H -0.3644 -0.5043 1.0402 -0.1 0.0 0.2 0.133
H -1.2303 0.9896 1.4290 0.2 0.5 -0.1 0.363
H -0.3447 0.6278 -0.2143 -1.3 0.2 0.0 0.299
H 1.9749 3.3574 1.1267 -0.3 0.7 0.3 0.271
H 0.2212 3.1199 1.7579 0.5 0.6 0.2 0.223
H 0.5356 3.1738 0.0341 0.5 -0.3 0.3 0.264
O -2.0532 -2.8679 -1.5121 0.4 -0.6 -0.3 -0.690
C -0.9645 -2.2816 -1.2778 -2.6 0.8 0.2 0.181
O -0.4430 -1.3853 -1.9653 1.1 -0.2 0.3 -0.639
H -0.6959 -2.4670 -0.1982 1.1 0.0 -0.2 0.173
```
Positions in Å, forces in eV/Å.



Here are the calculated electronic energy numbers, same order: -15547.7320; -26381.8053; -26380.6695; -12590.5890; -5270.4165; -5257.6543; -7320.8078; -7317.6862; -7318.6854; -7317.5038; -16602.9223; -18155.3294 (eV).
Here are the calculated F_max numbers, same order: 5.7; 6.2; 7.7; 3.5; 1.3; 5.0; 0.4; 1.8; 0.9; 1.8; 3.7; 2.7 (eV/Å).